Here is a cluster of 8 separate species, C38H93BN10O4 in total at a distorted geometry from the OMol25 dataset. Energies are from ωB97M-V with the def2-TZVPD basis set.

Values from the calculation:
Net charge: +6
Total energy, a.u.: -2374.61552
Highest occupied orbital energy, eV: -21.74
Frontier orbital gap, eV: 9.918

Last column: Löwdin charge in e.
Atoms and positions in Å:
B -4.58304 -11.63217 -5.67833  -0.38
H -5.73144 -11.76626 -5.96582  -0.03
H -4.53400 -11.30270 -4.52583  -0.04
H -3.94323 -12.63765 -5.81310  -0.02
H -4.11933 -10.70539 -6.28430  -0.03
C -1.52553 -14.32439 -4.10877  -0.05
C -1.12476 -13.67578 -5.44473  -0.16
N 0.34465 -13.72081 -5.57337  -0.03
C 1.02464 -14.07635 -6.71354  -0.01
C 2.34678 -13.86582 -6.50149  0.02
N 2.45011 -13.40001 -5.21094  -0.07
C 1.24063 -13.22793 -4.70159  -0.01
C 3.71321 -13.09209 -4.52068  0.05
H -0.84089 -13.90576 -3.36342  0.07
H -1.35733 -15.39378 -3.99710  0.10
H -2.52177 -14.02614 -3.78969  0.06
H -1.52994 -12.67624 -5.56805  0.10
H -1.56408 -14.26675 -6.24784  0.11
H 0.48514 -14.43106 -7.57279  0.13
H 3.22082 -13.95550 -7.12380  0.15
H 0.96513 -12.75584 -3.77514  0.17
H 3.64082 -12.12543 -4.03060  0.11
H 4.51549 -13.11343 -5.25387  0.11
H 3.98373 -13.84317 -3.77972  0.12
C -2.97145 -8.43543 -3.76202  -0.04
C -2.51462 -9.63469 -2.94215  -0.16
N -3.45903 -10.10032 -1.92976  -0.03
C -4.05642 -11.32237 -1.88283  -0.04
C -4.66549 -11.45453 -0.67876  0.01
N -4.39537 -10.29531 0.01555  -0.07
C -3.69268 -9.48380 -0.76664  0.01
C -4.84775 -9.95271 1.36209  0.04
H -2.27227 -8.26637 -4.58664  0.06
H -2.87678 -7.51560 -3.18859  0.09
H -3.91651 -8.64397 -4.26258  0.07
H -1.65179 -9.28853 -2.36513  0.14
H -2.10388 -10.43126 -3.55599  0.12
H -3.81374 -12.09214 -2.59185  0.11
H -5.17854 -12.31353 -0.28444  0.14
H -3.40815 -8.49013 -0.45894  0.18
H -4.44216 -10.61259 2.12400  0.12
H -5.93466 -10.03547 1.40575  0.10
H -4.63622 -8.90898 1.57819  0.11
C -3.08239 -7.71347 -8.89441  -0.04
C -2.64112 -8.88428 -8.01327  -0.19
N -1.21897 -8.85571 -7.69597  -0.02
C -0.62566 -7.85358 -6.96724  -0.01
C 0.70696 -8.03537 -7.01891  0.03
N 0.91911 -9.16960 -7.76626  -0.07
C -0.24627 -9.65030 -8.17752  0.00
C 2.20061 -9.85996 -7.88074  0.03
H -2.98011 -6.75726 -8.37804  0.09
H -4.13904 -7.80140 -9.14341  0.07
H -2.49469 -7.65546 -9.80981  0.10
H -2.91350 -9.76970 -8.58161  0.10
H -3.23614 -8.92747 -7.10294  0.10
H -1.20286 -7.06941 -6.50748  0.15
H 1.50708 -7.53722 -6.49784  0.16
H -0.48356 -10.49734 -8.79396  0.15
H 2.73492 -9.53570 -8.77366  0.12
H 2.03306 -10.93186 -7.96822  0.08
H 2.85017 -9.68192 -7.02835  0.11
C -4.69856 -16.35874 -4.99217  -0.01
N -5.80472 -17.38226 -4.91126  -0.35
C -5.63840 -18.22265 -6.15931  0.02
C -5.55574 -18.29033 -3.73615  0.03
C -7.18429 -16.71208 -4.89969  -0.06
C -7.32399 -15.61956 -3.87378  -0.23
O -7.12540 -16.15097 -2.57301  -0.05
H -4.51492 -16.05281 -3.96336  0.10
H -4.91368 -15.49877 -5.62504  0.10
H -3.80053 -16.82476 -5.39148  0.11
H -4.86159 -18.95791 -5.97649  0.12
H -5.58927 -17.61991 -7.05803  0.11
H -6.55306 -18.82377 -6.18717  0.12
H -5.63416 -17.72253 -2.81862  0.10
H -4.54039 -18.68222 -3.74829  0.12
H -6.31189 -19.06633 -3.82064  0.13
H -7.88615 -17.50540 -4.65035  0.16
H -7.16022 -16.31716 -5.91247  0.14
H -8.35535 -15.25089 -3.86890  0.14
H -6.67534 -14.74996 -4.02578  0.11
H -7.11526 -15.49023 -1.87496  0.11
C -1.01275 -13.45765 -12.16884  0.02
N -2.23022 -13.73696 -11.32890  -0.36
C -3.45090 -13.38294 -12.08711  0.02
C -2.16715 -15.14684 -10.78495  0.05
C -2.05192 -12.74214 -10.16876  -0.11
C -2.98016 -12.89131 -8.94974  -0.20
O -2.40299 -12.05431 -7.94120  -0.15
H -0.15340 -13.97546 -11.73797  0.12
H -0.79333 -12.40874 -12.32847  0.12
H -1.10606 -14.01613 -13.10342  0.13
H -3.40684 -12.36620 -12.46834  0.12
H -4.29744 -13.58183 -11.42994  0.11
H -3.59511 -14.01738 -12.96291  0.13
H -3.07447 -15.20078 -10.18448  0.10
H -1.34337 -15.20321 -10.08362  0.11
H -2.21943 -15.80598 -11.64462  0.13
H -2.28149 -11.79438 -10.65264  0.13
H -1.03469 -12.81003 -9.79164  0.13
H -2.89364 -13.88859 -8.51149  0.11
H -3.99530 -12.55031 -9.15786  0.11
H -3.00965 -11.84352 -7.17886  0.01
C -7.68970 -11.87385 -8.38793  0.03
N -7.58747 -10.47266 -8.90932  -0.36
C -6.76962 -9.71436 -7.89810  0.00
C -6.85944 -10.45279 -10.21385  0.02
C -8.92195 -9.75784 -9.05847  -0.08
C -9.93136 -10.40142 -9.98511  -0.21
O -9.64388 -10.15234 -11.34676  -0.03
H -6.70883 -12.33158 -8.42552  0.10
H -8.40121 -12.42192 -9.00238  0.10
H -8.13170 -11.77720 -7.39861  0.11
H -7.17384 -9.71149 -6.89067  0.10
H -6.52718 -8.78731 -8.41367  0.11
H -5.82014 -10.24077 -7.77404  0.07
H -7.45224 -11.05096 -10.90440  0.11
H -5.91254 -10.95482 -10.02135  0.09
H -6.77436 -9.45367 -10.62823  0.12
H -8.66384 -8.73523 -9.33468  0.15
H -9.30402 -9.71648 -8.03437  0.14
H -10.95669 -10.10977 -9.74607  0.15
H -9.91381 -11.48714 -9.86462  0.12
H -9.73740 -9.20748 -11.51739  0.12
C -8.78831 -9.82760 -1.11492  0.02
N -9.43465 -9.55608 -2.41717  -0.36
C -10.00736 -10.82971 -2.99211  0.02
C -10.65918 -8.65391 -2.22250  0.05
C -8.58408 -8.88887 -3.44849  -0.11
C -7.21029 -9.47494 -3.75221  -0.22
O -7.25421 -10.83144 -4.21988  -0.13
H -9.51036 -10.22881 -0.41116  0.12
H -8.39819 -8.86393 -0.78699  0.12
H -7.97349 -10.53416 -1.26163  0.10
H -10.50621 -10.68626 -3.94189  0.12
H -10.69163 -11.20360 -2.22974  0.12
H -9.20552 -11.56177 -3.03756  0.09
H -11.10399 -8.91487 -1.26429  0.12
H -11.34416 -8.76381 -3.05219  0.12
H -10.26425 -7.65103 -2.06895  0.12
H -8.31456 -7.89090 -3.08272  0.15
H -9.19775 -8.67802 -4.32143  0.15
H -6.51695 -9.43394 -2.90854  0.11
H -6.83844 -8.88452 -4.59704  0.12
H -6.33510 -11.06838 -4.48920  -0.01

Atomic forces in eV per Å
B 0.04 0.24 0.34
H -0.35 -0.34 -0.46
H 0.10 0.09 0.49
H 0.20 -0.53 -0.11
H 0.26 0.31 -0.43
C 0.80 1.04 0.63
C -0.42 -1.34 0.59
N 0.09 0.92 -0.43
C -0.20 -0.13 -0.30
C -0.13 -0.08 0.39
N 0.38 0.67 0.22
C -0.64 -0.79 -0.27
C 0.48 -0.06 0.05
H -0.30 0.03 0.24
H -0.22 -0.09 -0.57
H -0.14 -0.19 -0.25
H 0.30 0.18 0.20
H 0.35 0.09 -0.26
H 0.14 -0.12 -0.03
H -0.05 -0.31 -0.03
H 0.35 -0.19 0.21
H 0.06 0.06 -0.11
H -0.06 0.28 -0.06
H -0.41 -0.14 -0.01
C 0.34 -0.37 -0.59
C 1.32 1.25 0.25
N 0.14 0.18 0.07
C 0.27 -0.95 0.19
C 0.38 0.08 -0.09
N -0.33 0.16 -0.16
C -0.18 -0.14 0.30
C -0.93 0.20 0.38
H 0.19 -0.31 0.11
H -0.77 0.02 0.09
H -0.28 0.39 0.37
H 0.06 -0.12 -0.03
H -0.73 -0.43 0.07
H -0.38 0.18 -0.32
H -0.03 0.15 0.29
H 0.23 0.00 -0.20
H 0.31 0.02 -0.15
H 0.04 -0.14 -0.09
H 0.37 -0.08 0.00
C 0.36 0.53 0.48
C -1.11 0.27 -0.92
N 0.54 -0.11 -0.29
C -0.47 0.47 0.00
C 0.21 -0.32 0.39
N 0.33 -0.50 0.36
C -1.15 0.71 0.25
C 0.58 -0.27 -0.75
H 0.07 0.01 -0.05
H 0.03 -0.17 -0.07
H -0.07 -0.06 -0.05
H 0.62 -0.39 0.29
H 0.29 0.06 0.20
H 0.04 0.01 -0.01
H 0.04 0.15 -0.21
H 0.41 -0.16 0.04
H -0.06 0.11 0.02
H -0.12 0.03 0.04
H -0.27 0.22 0.15
C 0.05 -0.11 0.89
N 1.67 0.44 -0.66
C -1.92 -0.93 0.92
C -0.13 0.21 0.14
C 1.49 -0.36 0.34
C -0.51 0.87 1.25
O 0.59 -0.66 -0.09
H 0.13 0.33 -0.13
H -0.50 -0.11 0.04
H -0.06 -0.27 0.15
H 0.48 0.41 -0.34
H 0.34 0.08 0.05
H 0.04 0.03 -0.39
H -0.45 0.00 0.00
H -0.09 -0.19 -0.52
H 0.16 -0.20 0.37
H -0.21 0.01 -0.59
H -1.13 0.06 -0.02
H -0.01 -0.01 -0.74
H 0.12 -0.15 -0.35
H -0.24 0.17 -0.21
C 0.62 -1.79 -0.82
N 1.95 1.42 1.02
C -0.81 -0.90 -0.18
C -1.58 1.29 -0.22
C -1.29 -0.15 -0.01
C 0.76 0.26 1.05
O 0.32 0.61 -0.22
H -0.03 0.41 0.48
H -0.39 0.09 0.02
H -0.36 0.48 -0.22
H 0.10 0.12 0.35
H -0.11 0.38 -0.07
H 0.37 -0.21 0.11
H -0.08 -0.61 -0.19
H 0.44 -0.33 -0.49
H 0.42 -0.42 0.27
H 0.51 0.26 0.26
H 0.13 0.02 -0.31
H -0.72 -0.29 -0.53
H -0.15 -0.47 -0.07
H -0.03 -0.48 -0.84
C -1.23 0.47 -0.53
N 0.33 0.34 0.41
C 1.14 -0.37 -1.10
C -0.40 -1.04 -0.01
C -0.18 -0.09 1.09
C 0.07 -0.24 -0.72
O 0.35 -0.03 0.31
H 0.04 0.01 0.32
H 0.24 -0.12 -0.09
H 0.39 -0.32 0.20
H -0.64 0.40 -0.26
H -0.32 0.50 0.78
H -0.06 -0.13 -0.16
H 0.09 0.09 -0.13
H 0.21 0.31 -0.23
H 0.13 0.11 0.24
H -0.11 -0.02 -0.19
H -0.17 -0.02 -0.09
H 0.14 0.28 0.28
H -0.07 0.04 -0.06
H -0.26 -0.03 -0.24
C 0.60 0.55 -0.33
N -1.92 -0.27 -1.45
C 0.53 -0.81 1.36
C 1.05 0.28 1.20
C 1.24 0.80 0.58
C -0.30 -1.28 -0.99
O 0.07 0.32 0.29
H -0.09 0.06 -0.04
H 0.01 -0.14 0.37
H -0.01 -0.01 -0.03
H 0.08 0.24 -0.03
H -0.32 0.09 -0.27
H 0.06 0.11 -0.44
H -0.33 -0.30 -0.24
H 0.02 0.15 -0.07
H -0.29 0.17 -0.39
H -0.34 -0.03 0.26
H -0.05 -0.53 -0.11
H -0.13 0.41 0.12
H 0.21 0.46 0.41
H -0.61 -0.01 0.07